Entry 1:
ORCA calculation (wB97M-V/def2-TZVPD) on a cluster of 2 separate species, C22H18N5O6 in total in a non-equilibrium geometry.

Geometry as XYZ:
```
51
C22H18N5O6 wB97M-V/def2-TZVPD
C 5.29 0.65 -0.70
C 4.26 1.64 -0.28
O 3.01 0.87 -0.42
C 1.82 1.55 -0.42
C 0.77 0.59 -0.80
N -0.48 0.71 -0.53
C -1.46 -0.15 -0.81
C -2.76 0.45 -1.11
C -3.79 -0.23 -1.78
C -5.09 0.29 -1.81
C -5.34 1.56 -1.26
C -4.28 2.31 -0.74
C -2.99 1.78 -0.71
C -1.27 -1.60 -0.71
C -2.39 -2.45 -0.49
C -2.29 -3.83 -0.66
C -1.05 -4.41 -0.95
C 0.09 -3.61 -1.01
C -0.01 -2.23 -0.84
O 1.68 2.74 -0.21
H 6.28 1.10 -0.66
H 5.26 -0.20 0.00
H 5.09 0.28 -1.71
H 4.34 1.90 0.78
H 4.20 2.53 -0.91
H 1.13 -0.06 -1.63
H -3.58 -1.18 -2.27
H -5.89 -0.29 -2.27
H -6.36 1.97 -1.27
H -4.45 3.32 -0.37
H -2.16 2.38 -0.37
H -3.35 -2.00 -0.20
H -3.18 -4.44 -0.57
H -0.97 -5.48 -1.11
H 1.07 -4.04 -1.18
H 0.91 -1.65 -0.85
O -2.04 1.17 1.92
N -1.07 1.96 2.10
C 0.25 1.42 2.18
C 0.47 0.08 1.83
C 1.76 -0.37 2.06
N 2.37 -1.57 1.69
O 1.94 -2.68 1.46
O 3.76 -1.30 1.59
N 4.04 -0.01 2.00
C 2.83 0.55 2.32
N 2.62 1.84 2.49
C 1.36 2.25 2.54
O -1.22 3.19 2.17
H -0.34 -0.62 1.64
H 1.17 3.29 2.82
```

**Strongest force on any atom**: 3.15 eV/A
**Calculated total energy**: -1574.108143 Ha
**Total charge**: -1
**Highest occupied orbital energy**: -2.84 eV
**Relative energy (zero: lowest compared OMol25 entry of this formula, charge and spin)**: 0.0 kJ/mol
**Gap between HOMO and LUMO**: 4.1 eV



Entry 2:
ORCA calculation (wB97M-V/def2-TZVPD) on a structure of composition C5H8N2O in a non-equilibrium geometry.

Geometry as XYZ:
```
16
C5H8N2O wB97M-V/def2-TZVPD
C 0.83 1.38 0.73
C -0.39 -0.95 0.61
C 0.04 -1.42 -0.65
C -0.43 0.72 0.20
C 0.04 -0.30 -1.51
O 0.50 -2.67 -0.90
N -0.37 -1.35 1.81
N -1.58 1.33 0.16
H 0.49 -2.83 -1.85
H -0.95 -0.74 2.40
H -1.52 2.27 0.56
H 0.61 1.90 1.67
H 1.64 0.68 0.90
H 1.17 2.12 0.00
H -0.91 0.09 -1.88
H 0.82 -0.22 -2.26
```

**Strongest force on any atom**: 2.95 eV/A
**Calculated total energy**: -379.905393 Ha
**Highest occupied orbital energy (alpha / beta)**: -8.21 / -8.20 eV
**Relative energy (zero: lowest compared OMol25 entry of this formula, charge and spin)**: 479.9 kJ/mol
**Gap between HOMO and LUMO (alpha / beta)**: 7.3 / 7.3 eV



Entry 3:
ORCA calculation (wB97M-V/def2-TZVPD) on the ion C3H11NP with charge +1 in a non-equilibrium geometry.

Geometry as XYZ:
```
16
C3H11NP wB97M-V/def2-TZVPD
C 1.59 -0.89 0.44
C 0.61 1.44 -0.05
C -0.71 -0.61 -0.31
N 0.36 0.09 0.37
P -2.43 -0.15 0.27
H 1.87 -1.29 -0.62
H 2.37 -0.27 0.81
H 1.48 -1.95 0.88
H 1.10 1.46 -1.01
H -0.43 1.84 -0.08
H 1.08 1.86 0.77
H -0.65 -1.66 -0.23
H -0.63 -0.41 -1.40
H -0.06 0.24 1.35
H -2.65 1.14 -0.34
H -2.92 -0.83 -0.87
```

**Strongest force on any atom**: 5.11 eV/A
**Calculated total energy**: -516.684892 Ha
**Total charge**: +1
**SMILES**: C[NH+](C)CP
**Highest occupied orbital energy**: -14.11 eV
**Relative energy (zero: lowest compared OMol25 entry of this formula, charge and spin)**: 341.0 kJ/mol
**Gap between HOMO and LUMO**: 10.7 eV



Entry 4:
ORCA calculation (wB97M-V/def2-TZVPD) on a structure of composition C15H24AsN3O5STeTi in a non-equilibrium geometry.

Geometry as XYZ:
```
51
C15H24AsN3O5STeTi wB97M-V/def2-TZVPD
Ti -0.18 0.19 -0.16
O -2.53 -2.81 1.26
C -1.70 -1.96 1.06
O -1.72 -1.03 0.14
C -0.47 -1.80 1.96
C -0.13 -2.48 3.11
C 0.96 -2.02 3.84
C 1.66 -0.89 3.44
C 1.29 -0.28 2.26
N 0.26 -0.77 1.57
C 1.70 1.10 1.74
O 2.54 1.76 2.27
O 0.92 1.45 0.73
H -0.73 -3.33 3.44
H 1.25 -2.53 4.75
H 2.47 -0.46 4.03
C 5.12 0.18 0.62
As 3.58 -0.98 0.27
C 4.14 -2.45 1.46
C 4.28 -1.78 -1.37
S 0.71 -1.37 -1.53
H 6.05 -0.36 0.44
H 5.09 0.53 1.65
H 5.06 1.04 -0.03
H 5.18 -2.72 1.26
H 3.51 -3.33 1.28
H 4.05 -2.17 2.50
H 5.26 -2.21 -1.18
H 4.36 -1.00 -2.13
H 3.59 -2.54 -1.73
Te 1.44 0.75 -2.41
C -3.20 2.35 0.68
N -3.54 2.25 -0.74
C -4.05 3.50 -1.31
C -2.68 1.48 -1.48
O -1.50 1.28 -1.06
N -3.10 0.93 -2.61
C -2.20 0.05 -3.37
C -4.46 1.08 -3.09
H -4.07 2.76 1.20
H -2.34 3.00 0.86
H -3.00 1.36 1.08
H -3.49 4.35 -0.91
H -5.10 3.62 -1.07
H -3.93 3.50 -2.39
H -1.67 -0.62 -2.70
H -1.46 0.63 -3.93
H -2.80 -0.53 -4.06
H -5.13 1.34 -2.27
H -4.79 0.13 -3.51
H -4.53 1.84 -3.87
```

**Strongest force on any atom**: 2.49 eV/A
**Calculated total energy**: -4878.066975 Ha
**Highest occupied orbital energy**: -6.70 eV
**Relative energy (zero: lowest compared OMol25 entry of this formula, charge and spin)**: 113.3 kJ/mol
**Gap between HOMO and LUMO**: 5.9 eV



Entry 5:
ORCA calculation (wB97M-V/def2-TZVPD) on a cluster of 2 separate species, C2H6OS2 in total.

Geometry as XYZ:
```
11
C2H6OS2 wB97M-V/def2-TZVPD
O -1.71 0.46 1.46
C -1.42 1.55 1.08
H -0.56 2.12 1.48
H -1.97 2.05 0.26
C 0.67 -0.86 -1.53
S 1.31 0.16 -0.20
S 1.68 -1.00 1.40
H -0.32 -1.25 -1.28
H 1.43 -1.59 -1.80
H 0.50 -0.14 -2.34
H 0.42 -1.51 1.47
```

**Strongest force on any atom**: 0.87 eV/A
**2S+1**: 2
**Calculated total energy**: -951.058479 Ha
**Total charge**: +1
**Highest occupied orbital energy (alpha / beta)**: -14.07 / -14.05 eV
**Relative energy (zero: lowest compared OMol25 entry of this formula, charge and spin)**: 33.4 kJ/mol
**Gap between HOMO and LUMO (alpha / beta)**: 9.3 / 5.4 eV



Entry 6:
ORCA calculation (wB97M-V/def2-TZVPD) on the ion C11H16NO with charge +1 in a non-equilibrium geometry.

Geometry as XYZ:
```
29
C11H16NO wB97M-V/def2-TZVPD
C 1.40 1.50 2.38
C 2.54 0.86 2.01
C 0.20 1.29 1.88
C 2.40 -0.10 1.11
C -0.02 0.22 0.99
C 1.15 -0.40 0.51
C -1.30 0.16 0.29
C 0.67 -0.74 -1.76
C -1.85 -1.28 -0.01
C 0.07 0.59 -1.87
C 0.69 -1.69 -2.92
N -2.45 0.82 1.19
O 1.26 -1.14 -0.63
H 1.49 2.38 2.85
H 3.49 1.10 2.36
H -0.58 1.89 2.19
H 3.26 -0.70 0.65
H -2.16 -1.12 -1.06
H -2.66 -1.66 0.61
H -1.07 -2.04 -0.10
H -0.12 0.82 -2.88
H 0.68 1.32 -1.40
H -0.74 0.73 -1.03
H 0.35 -2.57 -2.51
H 1.59 -1.73 -3.42
H -0.04 -1.19 -3.60
H -2.63 0.10 1.91
H -3.42 0.81 0.62
H -2.19 1.78 1.63
```

**Strongest force on any atom**: 5.34 eV/A
**Calculated total energy**: -558.328713 Ha
**Total charge**: +1
**Highest occupied orbital energy**: -11.11 eV
**Relative energy (zero: lowest compared OMol25 entry of this formula, charge and spin)**: 545.6 kJ/mol
**Gap between HOMO and LUMO**: 7.8 eV



Entry 7:
ORCA calculation (wB97M-V/def2-TZVPD) on a cluster of 2 separate species, C2H2N2S in total in a non-equilibrium geometry.

Geometry as XYZ:
```
7
C2H2N2S wB97M-V/def2-TZVPD
C -1.49 -0.13 -0.03
C 1.22 0.58 0.19
N -2.42 0.55 -0.03
N -0.43 -0.84 0.12
S 2.62 -0.05 0.01
H 0.67 1.49 0.24
H -0.17 -1.59 -0.49
```

**Strongest force on any atom**: 4.12 eV/A
**Calculated total energy**: -584.974368 Ha
**Highest occupied orbital energy (alpha / beta)**: -8.99 / -8.99 eV
**Relative energy (zero: lowest compared OMol25 entry of this formula, charge and spin)**: 332.3 kJ/mol
**Gap between HOMO and LUMO (alpha / beta)**: 7.3 / 7.3 eV



Entry 8:
ORCA calculation (wB97M-V/def2-TZVPD) on a cluster of 4 separate species, C26H34F27N4O5 in total.

Geometry as XYZ:
```
96
C26H34F27N4O5 wB97M-V/def2-TZVPD
C 7.98 -2.88 2.95
C 7.62 -3.05 1.50
O 6.88 -2.23 0.96
N 8.12 -4.13 0.80
C 7.49 -4.31 -0.50
C 8.30 -5.36 1.58
C 7.00 -5.86 2.23
C 6.49 -7.24 1.83
C 5.83 -7.33 0.45
N 4.36 -7.40 0.54
C 3.55 -6.40 0.40
N 2.18 -6.71 0.48
N 4.05 -5.14 0.12
C 4.09 -4.13 1.21
C 2.95 -3.11 1.23
O 3.29 -2.09 2.15
C 2.70 -2.51 -0.15
F 2.01 -3.40 -0.93
F 3.85 -2.23 -0.78
F 1.97 -1.40 -0.09
H 8.92 -3.34 3.25
H 7.98 -1.81 3.16
H 7.18 -3.32 3.55
H 6.40 -4.38 -0.43
H 7.71 -3.46 -1.14
H 7.90 -5.20 -0.98
H 9.07 -5.19 2.33
H 8.69 -6.13 0.91
H 7.12 -5.86 3.31
H 6.21 -5.14 2.02
H 7.28 -7.99 1.90
H 5.75 -7.53 2.58
H 6.06 -6.50 -0.20
H 6.15 -8.24 -0.04
H 3.92 -8.30 0.71
H 1.81 -6.92 -0.44
H 1.67 -5.90 0.81
H 3.65 -4.78 -0.73
H 5.03 -3.59 1.13
H 4.11 -4.65 2.17
H 2.03 -3.54 1.62
H 4.14 -1.71 1.89
C -0.08 1.28 -0.77
C -1.38 0.73 -0.15
C -2.59 0.58 -1.08
F -2.96 1.75 -1.63
F -3.65 0.13 -0.38
F -1.72 1.45 0.94
F -1.10 -0.53 0.28
O 0.20 2.66 -0.60
C -0.30 3.60 -1.46
C -1.27 4.55 -0.74
F -2.21 3.84 -0.09
F -1.87 5.36 -1.64
F -0.87 3.05 -2.55
F 0.72 4.36 -1.90
H 0.72 0.78 -0.22
H 0.03 0.96 -1.81
H -2.37 -0.13 -1.88
H -0.73 5.15 0.00
C -3.87 6.10 -4.11
C -3.89 7.63 -4.25
C -4.76 8.45 -3.28
F -6.07 8.15 -3.41
F -4.60 9.76 -3.57
F -4.15 7.98 -5.52
F -2.61 8.03 -3.97
O -4.64 5.31 -5.01
C -5.93 4.93 -4.78
C -6.89 5.46 -5.86
F -6.85 6.80 -5.94
F -8.15 5.09 -5.53
F -6.35 5.23 -3.54
F -5.97 3.58 -4.89
H -2.84 5.83 -4.37
H -4.01 5.79 -3.07
H -4.45 8.27 -2.25
H -6.63 5.03 -6.83
C -5.22 2.52 2.15
C -5.58 3.84 2.85
C -5.65 3.88 4.38
F -6.59 3.05 4.87
F -5.96 5.14 4.76
F -6.72 4.34 2.32
F -4.57 4.71 2.53
O -6.28 1.73 1.62
C -6.94 0.81 2.38
C -8.43 1.15 2.54
F -8.60 2.37 3.09
F -8.99 0.23 3.36
F -6.34 0.59 3.56
F -6.91 -0.36 1.70
H -4.66 2.84 1.27
H -4.53 1.92 2.75
H -4.68 3.61 4.80
H -8.92 1.13 1.57
```

**Strongest force on any atom**: 0.86 eV/A
**Calculated total energy**: -4302.528115 Ha
**Total charge**: +1
**Highest occupied orbital energy**: -12.52 eV
**Gap between HOMO and LUMO**: 8.4 eV